Computed, not measured: a structure of composition C37H33N6O6Re, with ωB97M-V/def2-TZVPD.

Computed properties:
Charge: +1
2S+1: 2
Expectation value of S²: 0.907
Energy above the lowest of the compared OMol25 structures with the same formula, charge and spin: 6.2 kcal/mol
HOMO-LUMO gap (alpha / beta): 5.971 / 6.703 eV

XYZ file:
```
83
C37H33N6O6Re | the OMol25 dataset | ωB97M-V/def2-TZVPD
H 2.31 -1.92 2.69
O 1.30 1.37 0.35
C -2.06 -2.84 -1.37
H -4.14 -0.84 4.78
H 5.94 2.00 0.62
C 1.85 3.44 -1.98
C 0.00 3.28 -4.04
C -2.07 2.07 4.01
H -3.01 -5.17 -3.60
H -2.58 1.43 4.74
H 4.13 0.32 -3.65
H 1.63 -2.25 1.08
O 0.44 -2.11 -2.46
C -1.78 -5.55 -1.88
H -0.12 5.42 -3.90
C 0.60 2.12 -3.55
C 0.33 4.51 -3.51
C 0.90 -1.08 -2.03
N -0.75 -2.97 0.56
C -2.56 3.19 -1.45
C -3.39 -1.40 4.24
C -2.92 -0.54 -1.52
C 4.51 0.68 -2.70
H 2.15 -0.52 -3.57
H 1.41 1.06 2.61
C 1.86 -1.48 1.80
N -2.07 -1.65 2.29
C 6.40 1.27 -1.34
H -2.86 4.06 -2.03
C -1.36 2.19 0.36
C -1.88 -3.26 4.04
C -0.20 0.65 3.99
C -2.98 -0.97 2.99
H -3.36 -0.08 2.53
C -1.28 -3.66 -0.53
C -2.69 -3.39 -2.49
H 1.52 5.55 -2.05
H -1.68 -6.60 -2.11
H -0.64 -0.20 4.53
H 2.57 3.51 -1.18
C 0.96 0.22 3.14
H -1.55 2.87 4.54
C -2.99 1.92 -1.82
H -0.70 3.21 -4.86
H -3.65 1.75 -2.66
C -1.15 -5.03 -0.77
H -0.55 -5.65 -0.12
H -3.28 -2.77 -3.15
C 1.25 4.59 -2.47
Re -0.93 -1.01 0.55
C 2.13 0.92 -1.92
C -1.73 3.32 -0.36
H 7.47 1.35 -1.22
H -1.44 -4.18 4.39
C 5.88 0.79 -2.54
C -1.56 -2.79 2.79
N -1.74 0.96 -0.02
N 0.59 -0.49 -0.79
H -1.36 4.28 -0.04
H 6.54 0.51 -3.35
C -2.81 -2.54 4.79
H 3.51 1.81 0.32
H -2.81 2.51 3.34
O 0.63 -0.81 2.19
H 0.21 1.34 4.74
O -1.17 1.31 3.21
C 3.64 1.03 -1.67
C -2.54 -4.73 -2.73
H -3.11 -2.89 5.77
C 5.54 1.63 -0.32
H 0.33 1.16 -3.97
C 1.53 2.20 -2.52
O -0.20 -4.63 2.12
C -0.73 -3.60 1.82
O -3.79 -0.75 -2.33
C -2.55 0.84 -1.09
C 4.17 1.52 -0.48
H 1.70 -0.22 3.82
N 1.79 -0.27 -2.66
C 1.32 0.64 -0.64
H -0.74 2.25 1.23
H 2.55 -0.75 1.37
N -2.11 -1.52 -0.92
```

***

Computed, not measured: a structure of composition C37H34As2BrNOs, with ωB97M-V/def2-TZVPD.

Computed properties:
Charge: +4
2S+1: 5
Expectation value of S²: 6.059
HOMO-LUMO gap (alpha / beta): 7.007 / 4.529 eV

XYZ file:
```
76
C37H34As2BrNOs | the OMol25 dataset | ωB97M-V/def2-TZVPD
C -4.86 3.07 -0.15
C -0.18 2.15 -0.90
H 2.18 3.13 -1.65
H 0.20 2.79 -0.11
C -6.52 1.29 1.27
C 3.63 0.00 -1.36
C -0.69 -2.20 -3.69
H 1.45 3.56 1.92
H -1.76 -2.99 0.68
C 4.18 2.64 -2.14
C 5.18 1.60 -2.21
H -1.86 -1.32 4.64
H 1.39 -2.84 2.87
H 3.72 2.83 1.28
H 0.11 2.60 -1.86
N 1.39 -2.53 0.81
H -2.13 2.92 -1.35
C -0.42 -1.54 -4.88
C 0.91 1.66 2.76
H -2.09 1.17 -1.42
C 0.30 -0.38 -2.48
C 1.36 0.38 3.13
H 2.44 -4.72 -1.52
H 6.16 1.84 -2.61
H -1.18 -3.17 -3.71
H 5.65 -0.48 -1.84
C 2.17 -4.55 1.85
H 1.46 -2.47 -1.27
H -0.71 -1.99 -5.82
H 4.48 0.53 1.78
H 0.39 0.22 -5.81
C -2.05 0.27 1.63
C -1.98 -0.85 0.77
H -0.04 2.02 3.13
H 0.82 -0.19 3.88
H -4.76 0.51 2.18
C 2.48 -5.09 0.60
H 2.35 -5.10 2.77
C -1.72 -2.28 2.71
C 1.77 2.54 2.09
C 0.20 -0.29 -4.88
H -2.14 -0.74 -0.29
C -0.32 -1.63 -2.48
C -4.31 2.06 0.71
C -5.17 1.22 1.47
C 3.47 0.84 2.02
H -2.13 0.93 3.69
C -1.87 -1.19 3.56
As -2.43 2.06 0.95
H -6.64 3.87 -1.00
As 0.78 0.46 -0.83
C 2.23 -4.33 -0.54
C 0.56 0.29 -3.68
H -0.53 -2.14 -1.55
H 3.38 -1.01 -1.05
C -1.71 2.03 -0.87
H 3.03 -0.99 3.05
H -1.61 -3.28 3.13
C 4.88 0.28 -1.79
C 1.63 -3.29 1.91
H -4.21 3.78 -0.65
C -7.05 2.26 0.38
H 1.04 1.27 -3.69
C -1.79 -2.12 1.32
Os 0.47 -0.75 1.24
C 2.92 2.34 -1.70
C 3.04 2.13 1.73
C 2.60 1.02 -1.31
H -8.12 2.35 0.28
C -6.21 3.14 -0.33
Br 3.18 -6.78 0.47
C 1.69 -3.07 -0.40
C 2.64 -0.04 2.72
H 4.44 3.64 -2.44
H -7.19 0.62 1.80
C -2.02 0.09 3.02
```

***

Computed, not measured: a structure of composition C37H34F5GeN3NaO4S2, with ωB97M-V/def2-TZVPD.

Computed properties:
2S+1: 2
Expectation value of S²: 0.756
Energy above the lowest of the compared OMol25 structures with the same formula, charge and spin: 0.0 kcal/mol
HOMO-LUMO gap (alpha / beta): 5.595 / 7.012 eV

XYZ file:
```
87
C37H34F5GeN3NaO4S2 | the OMol25 dataset | ωB97M-V/def2-TZVPD
C -1.60 1.03 -1.99
C -0.08 4.40 -2.36
H -0.05 5.03 1.92
H 6.05 1.35 -1.07
C 0.03 -4.19 -0.45
H -1.70 0.97 -0.91
C -3.17 3.39 0.96
C -0.04 4.52 -3.77
H -1.38 1.32 -5.83
C 1.14 1.28 3.19
H -0.41 -1.82 1.22
C -4.45 1.86 2.31
H 4.71 3.27 -0.29
H 3.55 -1.64 -2.15
C -1.44 1.22 -4.75
S -0.72 -5.86 1.59
H -2.45 -6.15 3.91
C -0.32 -1.31 0.26
F -1.27 0.95 5.92
O -0.07 -6.79 2.49
C -0.57 3.28 -1.73
H -0.70 5.72 0.41
C 2.12 -3.21 -1.60
C 1.30 -0.08 2.94
C 2.64 -1.95 -1.67
C 2.72 2.22 -2.82
C -2.12 1.44 1.86
C 0.02 5.01 0.83
C 0.25 1.58 4.24
C -0.47 3.49 -4.55
C -0.42 0.61 4.95
H -0.43 3.55 -5.63
C 0.64 -1.07 3.64
Na 2.27 1.06 -0.05
H 0.29 5.24 -1.77
C -0.98 2.31 -3.96
H -5.38 1.58 2.78
N 2.67 -4.40 -2.15
H -3.47 -5.77 2.52
C 4.67 0.83 -2.64
O -1.60 -6.35 0.56
H 0.94 -4.19 1.54
F -0.91 -1.68 5.31
H -1.26 -1.45 -0.29
N 1.83 -1.09 -0.98
H 1.78 2.46 -3.31
H -3.33 -4.62 3.85
C 3.47 1.14 -3.26
C -2.04 0.01 -2.78
H 1.35 -5.60 0.55
S 1.91 2.51 2.24
C -2.79 -5.35 3.25
F 0.01 2.85 4.55
C 0.56 -4.89 0.80
H 5.27 0.00 -2.99
F 0.82 -2.37 3.31
H 2.58 3.84 -1.42
H -2.48 -0.88 -2.33
H -2.31 -0.72 -4.80
H -0.10 -4.90 -1.25
H -1.94 -3.88 1.89
C -3.32 1.07 2.46
H 1.02 5.32 0.55
H -3.37 0.17 3.06
C -2.03 2.61 1.10
C 4.36 2.68 -1.12
C -1.61 -4.67 2.57
C -1.95 0.10 -4.18
H -5.25 3.65 1.43
H -1.25 0.82 2.00
O 3.66 -4.28 -2.84
Ge -0.35 3.18 0.24
F 2.11 -0.48 1.93
O 2.12 -5.46 -1.89
N 0.95 -3.13 -0.87
C 0.83 -1.83 -0.52
C -0.24 -0.73 4.65
H 0.35 5.42 -4.22
C 3.17 3.00 -1.76
C -1.04 2.21 -2.55
H -0.19 -0.25 0.44
H 3.12 0.54 -4.09
H -0.90 -4.26 3.29
H -0.93 -3.71 -0.26
C 5.12 1.59 -1.56
C -4.37 3.03 1.55
H -3.13 4.31 0.37
```

***

Computed, not measured: a structure of composition C37H35BBrF2N6O3S2W in a non-equilibrium geometry, with ωB97M-V/def2-TZVPD.

Computed properties:
Charge: +1
Energy above the lowest of the compared OMol25 structures with the same formula, charge and spin: 39.3 kcal/mol
HOMO-LUMO gap (alpha / beta): 5.119 / 5.121 eV

XYZ file:
```
88
C37H35BBrF2N6O3S2W | the OMol25 dataset | ωB97M-V/def2-TZVPD
C 0.88 0.97 -1.41
O 1.74 -1.32 0.44
C -1.45 -3.06 -2.58
C -2.01 -3.82 -4.79
C 4.03 -0.10 -0.74
N 0.01 -0.14 -1.10
N 1.26 3.74 3.12
H 3.52 0.83 -0.53
H 4.29 -0.59 0.19
H -2.80 -5.81 -4.93
H 2.38 1.64 -2.78
H 1.68 0.88 -0.68
C 1.60 0.87 -2.79
H 0.51 3.91 3.76
H 0.47 3.53 -2.67
C 1.29 -3.60 1.93
C 0.58 0.36 -5.03
F 0.69 -1.30 4.08
C 0.21 -5.21 3.34
H 2.19 -5.44 2.53
C 0.03 3.42 -1.69
C -0.89 -4.36 3.40
H 1.22 5.67 2.38
S 3.00 -1.28 -1.63
C -1.10 3.23 0.83
O -0.95 -2.25 -0.36
C -1.91 -2.20 2.72
C -4.18 1.37 0.82
C 3.26 3.15 1.25
H -2.70 0.13 4.17
H 0.15 2.08 -3.92
H -1.82 -4.45 -0.99
C -2.42 -5.04 -4.27
C -0.83 -3.16 2.70
N 0.23 -2.78 1.98
Br -5.81 3.38 2.00
H -0.06 0.64 -5.85
H 2.76 5.20 3.10
H 1.14 -1.54 -5.92
O -0.23 1.07 1.10
N 2.54 2.16 2.03
C -1.25 4.39 0.09
C 1.98 -1.34 -4.00
C 1.25 -0.91 -5.05
C 0.17 2.24 -0.99
C -4.07 1.50 3.23
C 1.60 2.46 2.92
H 0.21 -6.15 3.87
H 1.57 4.22 0.46
C -3.26 0.34 0.83
C -1.53 -2.83 -3.95
C -1.88 -4.28 -2.06
C 2.25 -0.50 -2.89
H -4.59 1.73 -0.11
C -0.93 -2.02 -1.68
H 4.22 3.37 1.72
N -0.43 -0.93 -2.13
C -0.38 2.15 0.31
H -1.77 -4.61 3.97
H -2.92 -0.10 -0.10
C -2.36 -5.27 -2.91
H 2.85 1.19 2.03
N -1.75 -1.13 2.03
H -1.21 -1.88 -4.34
F 2.56 -0.66 2.89
S 0.80 1.28 3.87
H 3.46 2.74 0.26
H -1.83 5.21 0.50
H -0.78 5.41 -1.74
H -1.54 3.12 1.81
C -0.68 4.50 -1.16
C -3.14 0.47 3.24
H 3.03 5.20 0.65
C 1.31 -4.81 2.60
H -2.68 -6.22 -2.50
H 2.12 -3.25 1.35
W 0.07 -0.89 0.75
B 1.21 -0.50 3.07
C -4.58 1.94 2.02
H -2.07 -3.64 -5.86
H -2.80 -2.36 3.31
H 4.92 0.07 -1.34
H -4.38 1.97 4.16
C 1.93 4.86 2.47
C 0.70 1.15 -3.96
H 2.45 -2.32 -4.02
C -2.75 -0.11 2.04
C 2.43 4.42 1.11
```

***

Computed, not measured: a structure of composition C37H36ClEuN2OP2, with ωB97M-V/def2-TZVPD.

Computed properties:
Charge: +2
2S+1: 7
Expectation value of S²: 12.021
HOMO-LUMO gap (alpha / beta): 5.605 / 8.335 eV

XYZ file:
```
80
C37H36ClEuN2OP2 | the OMol25 dataset | ωB97M-V/def2-TZVPD
C -2.82 -0.60 2.31
H 2.31 -1.48 3.28
H -4.64 1.88 3.76
H -1.65 -6.87 1.03
C -6.15 -0.78 -0.89
H 3.44 3.59 -2.28
C 4.14 -1.10 -4.25
C -1.81 -5.79 0.96
C 0.86 4.35 -4.39
P 2.10 1.06 -1.41
H -0.20 1.38 -3.08
C -2.26 -1.18 3.46
C 4.49 1.45 0.04
H 1.59 3.26 0.41
C -0.71 -4.93 1.02
C -4.55 0.08 -2.50
H -3.96 -5.95 0.78
H 2.97 4.33 2.17
C -3.10 -5.28 0.82
C -2.21 -3.03 0.80
O 0.85 0.16 2.13
C 4.72 3.12 1.78
C -5.11 -1.11 -0.01
C 3.44 -1.35 -1.55
C 2.62 2.91 0.59
H -0.05 -2.86 1.02
C 2.08 4.48 -3.72
H -4.32 -3.49 0.59
C -3.47 0.41 4.82
C -3.78 -0.86 -0.40
C 3.43 -0.06 -3.63
C 5.26 2.07 1.02
C -5.87 -0.20 -2.13
H 2.53 -0.54 4.73
C 3.09 -0.18 -2.27
C 1.68 2.37 -2.60
C 3.17 1.88 -0.19
H -2.17 -1.14 5.61
C -3.62 0.56 2.41
C 2.49 3.49 -2.82
C -3.97 1.03 3.68
H -0.92 3.15 -4.67
H -6.68 0.04 -2.82
C -2.59 -0.68 4.71
H 4.41 -1.00 -5.31
H -1.59 -2.04 3.36
Cl -1.44 3.19 0.26
H 1.56 1.54 4.92
H 0.54 5.12 -5.09
H -3.97 1.06 1.51
C 3.40 3.52 1.57
C 0.44 2.25 -3.26
H -3.76 0.77 5.81
H 4.91 0.64 -0.55
H 4.39 -3.28 -1.63
N 1.13 1.43 4.01
C 1.35 0.31 3.28
H -7.18 -0.99 -0.60
H 6.28 1.74 1.20
C -3.31 -3.90 0.72
H -0.05 -1.28 -1.72
H 2.72 5.34 -3.89
C -0.90 -3.55 0.96
C 0.04 3.24 -4.15
C 4.49 -2.25 -3.54
P -2.36 -1.23 0.66
C -3.50 -0.26 -1.65
H -5.33 -1.55 0.96
H 5.05 -3.05 -4.03
Eu -0.35 0.94 0.32
C 4.13 -2.37 -2.19
H 3.15 -1.44 -0.50
H -2.46 -0.06 -1.93
H 0.30 -5.32 1.13
H 3.15 0.83 -4.19
N 2.10 -0.66 3.83
H 0.33 -1.68 -1.23
H -4.33 0.56 -3.45
H 0.62 2.19 3.58
H 5.34 3.63 2.52
```